[1]
Below is a structure of composition C5H9NO, with properties calculated with ωB97M-V with the def2-TZVPD basis set.

Its net charge is 0. For the max |F|, the calculation gives 0.56 eV/A.

Each line ends with the Mulliken charge.
Geometry (Å):
O: 2.282 -0.852 -1.434  -0.507
C: 1.024 -0.346 -1.189  0.065
C: -0.646 -1.439 -0.091  -0.933
C: -0.558 -0.037 0.492  1.058
C: -1.666 0.942 0.634  -0.679
N: -1.185 0.166 1.784  -0.705
C: 0.837 0.431 0.111  -0.888
H: 2.629 -1.202 -0.600  0.355
H: 0.644 0.148 -2.086  0.393
H: 0.356 -1.335 -0.980  0.237
H: -1.548 -1.490 -0.733  0.148
H: -2.663 0.678 0.283  0.276
H: -1.438 2.008 0.589  0.258
H: -0.596 0.723 2.397  0.264
H: 0.951 1.511 -0.026  0.287
H: 1.577 0.093 0.849  0.373



[2]
Below is a structure of composition C5H9NO at a distorted geometry, with properties calculated with ωB97M-V with the def2-TZVPD basis set.

Its net charge is 0. For the max |F|, the calculation gives 5.54 eV/A.

Each line ends with the Mulliken charge.
Geometry (Å):
C: 0.247 -0.052 -0.185  1.045
C: -0.374 1.226 0.182  -0.624
C: 0.983 -0.825 0.880  -1.428
N: 0.711 -0.208 -1.455  -0.383
O: 1.063 2.092 0.059  -0.676
C: -1.659 -0.539 -0.036  -0.480
C: -2.687 -1.174 -0.114  -0.422
H: 1.874 1.934 0.568  0.261
H: 0.109 -0.036 -2.248  0.233
H: 1.516 -0.801 -1.596  0.200
H: -0.966 1.753 -0.555  0.359
H: -0.673 1.348 1.212  0.328
H: 2.028 -0.509 0.920  0.424
H: 0.944 -1.896 0.666  0.401
H: 0.524 -0.666 1.855  0.339
H: -3.641 -1.647 -0.154  0.423



LUMO (eV)
0.37; 0.77
Energy above the lowest of the compared OMol25 structures with the same formula, charge and spin (kcal per mole)
146.63; 136.79
Electronic energy (a.u.)
-325.70389; -325.71957